Molecular formula: C28H28Br2F6N8O5S2Ti
Method: DFT, the ωB97M-V functional and the def2-TZVPD basis

Output
2S+1: 1

Geometry (Å):
Br1 -1.292 6.491 3.813
Br2 -4.114 -4.512 -6.399
Ti1 -0.057 -0.126 -0.241
S1 0.250 2.319 -2.413
S2 0.423 -1.120 -3.316
F1 -1.401 4.247 -3.087
F2 -1.645 -1.153 -4.964
F3 -2.040 -2.139 -3.075
F4 -0.384 4.698 -1.233
F5 -2.006 0.014 -3.180
F6 -2.031 3.296 -1.245
O1 0.729 -2.490 -3.676
O2 0.190 -1.252 -1.678
O3 -1.785 0.072 0.494
O4 -0.280 1.323 -1.312
O5 1.532 2.833 -1.914
N1 1.596 -1.875 0.251
N2 -0.378 2.653 1.343
N3 1.958 0.728 0.084
N4 -1.426 -2.521 0.128
N5 0.379 -0.336 2.069
N6 -6.338 -3.118 -0.013
N7 -6.683 -3.868 -0.930
N8 1.131 0.075 -3.705
C1 -5.061 -3.006 -4.189
C2 -3.548 -4.307 -0.180
C3 -5.601 -2.835 -2.924
C4 2.836 -1.516 -0.469
C5 -0.967 3.722 -1.932
C6 -0.922 4.939 2.811
C7 -3.821 -2.925 -0.051
C8 0.219 4.870 2.033
C9 -4.141 -0.147 0.298
C10 -5.847 -5.223 -2.718
C11 -5.983 -3.947 -2.184
C12 -1.411 -1.099 -3.654
C13 2.506 0.796 1.455
C14 -1.799 3.868 2.842
C15 -5.266 -5.401 -3.960
C16 1.741 -2.307 1.641
C17 -5.256 -0.999 0.179
C18 -2.255 -4.741 -0.186
C19 0.593 -1.737 2.464
C20 -2.877 -0.672 0.295
C21 -1.478 2.751 2.087
C22 0.439 3.704 1.317
C23 -4.879 -4.285 -4.688
C24 -2.708 -2.077 0.118
C25 2.853 -0.022 -0.832
C26 -5.121 -2.343 -0.029
C27 1.450 0.562 2.537
C28 -1.218 -3.801 -0.037
H1 -2.143 1.894 2.060
H2 -4.770 -2.149 -4.779
H3 2.904 -2.091 -1.392
H4 -0.327 -2.281 2.269
H5 -2.016 -5.789 -0.298
H6 -2.705 3.900 3.429
H7 -4.359 -5.015 -0.274
H8 0.822 -1.813 3.532
H9 0.910 5.698 1.969
H10 1.305 3.632 0.665
H11 2.980 1.765 1.618
H12 3.296 0.051 1.532
H13 -5.137 -6.392 -4.372
H14 3.869 0.378 -0.770
H15 2.487 0.136 -1.850
H16 -6.256 -0.588 0.246
H17 -0.187 -4.145 -0.060
H18 3.697 -1.787 0.146
H19 2.692 -1.941 2.029
H20 0.997 1.506 2.815
H21 -4.273 0.919 0.425
H22 1.929 0.153 3.432
H23 -5.738 -1.838 -2.530
H24 1.764 -3.396 1.737
H25 1.873 1.661 -0.325
H26 -0.513 -0.027 2.438
H27 -6.208 -6.070 -2.148
H28 1.088 -2.550 -0.302

***

Molecular formula: C19H46O9
Method: DFT, the ωB97M-V functional and the def2-TZVPD basis

Output
SMILES string: CC(C)=O.CC(C)=O.CC(C)=O.CC(C)=O.CC(C)=O.CO.CO.CO.CO
2S+1: 1

Geometry (Å):
O1 0.475 -1.117 1.284
O2 -4.564 0.458 -0.803
O3 -1.580 -4.169 -1.845
O4 4.502 2.652 -0.916
O5 -1.619 1.228 -2.027
O6 3.639 0.926 -5.120
O7 -0.802 -0.674 6.637
O8 -1.347 1.338 2.180
O9 3.857 -4.271 -1.801
C1 2.959 -3.178 -1.682
C2 2.388 -0.974 -4.419
C3 2.496 0.508 -4.924
C4 3.374 2.863 -1.424
C5 -5.876 -0.178 1.148
C6 0.296 -1.124 6.436
C7 -0.748 2.337 2.484
C8 -1.358 2.489 -1.506
C9 1.294 -1.425 7.573
C10 0.774 -1.533 5.017
C11 -2.952 -4.484 -2.122
C12 2.926 4.167 -1.968
C13 -3.728 -1.413 0.549
C14 0.130 -1.046 -0.040
C15 -4.752 -0.388 0.142
C16 1.211 1.114 -5.459
C17 2.262 1.815 -1.270
C18 -1.298 3.806 2.384
C19 0.751 2.279 2.754
H1 2.313 -0.967 -3.332
H2 -1.124 -4.899 -1.419
H3 -0.133 -0.534 1.745
H4 3.732 4.779 -2.372
H5 1.659 1.766 -2.177
H6 -3.065 -5.519 -2.447
H7 1.320 3.185 2.541
H8 0.837 2.219 3.839
H9 -0.394 2.934 -1.751
H10 -5.299 -0.132 2.072
H11 3.605 -2.307 -1.792
H12 -3.340 -3.783 -2.861
H13 -3.049 -0.918 1.243
H14 2.074 -0.665 7.584
H15 -0.034 -1.828 4.347
H16 -2.368 3.773 2.589
H17 1.015 -1.145 -0.669
H18 -0.281 -0.058 -0.246
H19 2.600 -3.246 -0.655
H20 -0.749 4.480 3.041
H21 0.863 0.533 -6.313
H22 2.485 4.762 -1.168
H23 -4.301 -2.229 0.990
H24 1.474 -2.368 4.987
H25 -6.631 -0.964 1.146
H26 2.153 -3.157 -2.416
H27 -6.298 0.827 1.127
H28 1.176 1.370 2.327
H29 -3.532 -4.423 -1.201
H30 -0.618 -1.751 -0.404
H31 -2.553 1.058 -1.883
H32 1.618 2.081 -0.432
H33 3.234 -1.602 -4.696
H34 -1.023 4.271 1.437
H35 1.491 -1.382 -4.885
H36 -1.970 3.300 -1.901
H37 0.776 -1.669 8.501
H38 1.256 -0.617 4.675
H39 0.367 1.356 -4.814
H40 2.832 0.888 -1.216
H41 1.430 2.111 -5.841
H42 4.521 -4.031 -2.451
H43 2.039 4.179 -2.601
H44 -3.213 -1.800 -0.330
H45 -1.407 2.442 -0.418
H46 1.805 -2.329 7.241

***

Molecular formula: C12H5Cl6MnN2O8
Method: DFT, the ωB97M-V functional and the def2-TZVPD basis

Output
2S+1: 5
⟨S²⟩: 6.088

Geometry (Å):
Mn1 -0.357 -0.357 -0.008
Cl1 4.903 -2.276 1.543
Cl2 0.403 -3.863 4.078
Cl3 3.511 -4.015 3.719
Cl4 3.198 -0.371 -0.247
Cl5 -1.251 -1.944 2.158
Cl6 -0.147 -1.056 -2.602
O1 -1.323 -0.599 -3.219
O2 -3.229 2.284 -0.656
O3 -3.224 4.529 0.756
O4 0.673 -1.814 -3.457
O5 -1.954 0.429 -0.575
O6 -0.495 -1.874 -1.404
O7 0.599 0.064 -2.015
O8 -1.947 5.402 2.361
N1 -0.340 1.344 1.220
N2 -0.280 3.165 2.397
C1 0.314 1.983 2.180
C2 1.491 1.467 2.924
C3 -1.357 3.300 1.557
C4 -2.298 1.622 -0.232
C5 2.581 -2.999 2.709
C6 1.195 -2.936 2.876
C7 3.202 -2.221 1.728
C8 1.052 -1.314 1.049
C9 0.480 -2.096 2.043
C10 -2.213 4.517 1.587
C11 -1.380 2.160 0.818
C12 2.433 -1.389 0.914
H1 1.164 0.803 3.727
H2 2.125 0.891 2.255
H3 -3.332 3.684 0.237
H4 2.061 2.285 3.359
H5 -0.025 3.872 3.072

***

Molecular formula: C20H21N3ORuS2SbSe4
Method: DFT, the ωB97M-V functional and the def2-TZVPD basis

Output
2S+1: 6
⟨S²⟩: 8.786

Geometry (Å):
Sb1 -0.417 -1.496 1.742
Ru1 -0.292 0.816 -1.354
Se1 2.139 2.617 -3.876
Se2 2.558 4.491 -2.735
Se3 -0.101 2.053 -3.443
Se4 1.818 1.532 -0.660
S1 -3.534 -1.405 -0.005
S2 -2.510 0.414 -2.195
O1 -4.074 1.146 -0.313
N1 -1.064 1.385 0.667
N2 0.059 -1.509 -1.357
N3 2.455 -1.618 1.034
C1 -4.929 1.029 0.830
C2 0.722 -1.353 -3.701
C3 3.760 -1.342 1.024
C4 -0.442 -3.597 -0.324
C5 -1.125 0.536 1.705
C6 -1.968 3.109 2.043
C7 2.116 0.056 2.705
C8 0.151 -3.531 -2.618
C9 -1.496 2.654 0.816
C10 -2.022 2.252 3.122
C11 -0.235 -4.266 -1.517
C12 -3.415 0.065 -0.731
C13 4.303 -0.362 1.854
C14 1.654 -0.923 1.835
C15 -1.459 3.569 -0.363
C16 -1.608 0.943 2.943
C17 4.623 -2.150 0.101
C18 3.475 0.331 2.717
C19 0.292 -2.152 -2.513
C20 -0.278 -2.222 -0.274
H1 1.501 -0.643 -3.420
H2 -5.718 0.304 0.639
H3 -5.339 2.024 0.978
H4 -0.731 -4.138 0.568
H5 4.016 -2.577 -0.694
H6 1.102 -2.010 -4.481
H7 -4.356 0.708 1.699
H8 5.364 -0.149 1.811
H9 -0.436 3.685 -0.728
H10 5.413 -1.539 -0.335
H11 -2.391 2.590 4.082
H12 -0.361 -5.339 -1.582
H13 -2.294 4.137 2.127
H14 0.346 -4.007 -3.569
H15 1.432 0.600 3.345
H16 -1.850 4.549 -0.094
H17 -1.657 0.233 3.759
H18 3.878 1.094 3.371
H19 -0.114 -0.780 -4.104
H20 -2.058 3.159 -1.179
H21 5.096 -2.969 0.646

***

In the order shown, the computed energy relative to the best compared isomer or geometry (same formula, charge and spin) values come out to 6.2 36.5 7.6 0.5 kcal per mole.